A cluster of 10 separate species, C31H62O17S4 in total, computed with the ωB97M-V functional and the def2-TZVPD basis.

CARTESIAN COORDINATES (ANGSTROEM)
O: 1.225 2.929 -1.851
S: 2.062 3.935 -1.271
O: 2.614 5.039 -2.027
C: 1.271 4.512 0.302
C: 2.021 3.739 1.362
C: 3.485 3.631 0.964
C: 3.429 3.061 -0.457
H: 0.193 4.364 0.248
H: 1.613 5.541 0.414
H: 1.907 4.103 2.383
H: 1.676 2.710 1.462
H: 3.978 2.934 1.642
H: 4.086 4.537 1.041
H: 3.085 2.027 -0.453
H: 4.294 3.061 -1.120
O: 3.392 -0.144 1.537
S: 4.022 -1.466 1.594
O: 4.649 -1.974 0.405
C: 5.165 -1.427 2.999
C: 4.413 -1.975 4.252
C: 3.464 -3.104 3.788
C: 2.889 -2.723 2.428
H: 5.678 -0.467 3.056
H: 5.886 -2.143 2.606
H: 5.025 -2.410 5.042
H: 3.776 -1.152 4.577
H: 2.628 -3.228 4.477
H: 3.990 -4.054 3.696
H: 1.933 -2.219 2.568
H: 2.847 -3.501 1.666
O: 1.347 -4.026 -2.107
S: 0.367 -4.869 -2.800
O: 0.862 -5.936 -3.685
C: -0.851 -5.569 -1.591
C: -2.236 -4.938 -1.903
C: -2.280 -4.653 -3.443
C: -0.959 -3.829 -3.596
H: -0.449 -5.411 -0.591
H: -0.900 -6.613 -1.899
H: -3.059 -5.545 -1.527
H: -2.241 -3.979 -1.384
H: -3.132 -3.998 -3.625
H: -2.365 -5.564 -4.036
H: -0.955 -2.907 -3.015
H: -0.659 -3.487 -4.586
O: -5.902 6.505 -3.105
S: -5.193 5.292 -2.853
O: -5.842 3.989 -2.778
C: -3.751 5.083 -3.940
C: -2.759 4.234 -3.094
C: -2.781 4.703 -1.647
C: -4.144 5.364 -1.278
H: -3.320 6.068 -4.119
H: -4.166 4.576 -4.811
H: -3.098 3.199 -3.061
H: -1.730 4.230 -3.454
H: -2.048 5.509 -1.613
H: -2.544 3.824 -1.048
H: -3.869 6.411 -1.148
H: -4.712 5.127 -0.379
O: 4.034 1.977 -3.572
C: 3.383 0.942 -3.341
C: 2.238 0.340 -4.066
C: 2.299 -1.028 -3.576
C: 2.864 -0.905 -2.181
O: 3.754 0.178 -2.298
H: 1.332 0.839 -3.724
H: 2.323 0.484 -5.143
H: 1.320 -1.508 -3.572
H: 2.935 -1.723 -4.124
H: 2.123 -0.583 -1.449
H: 3.337 -1.840 -1.881
O: -0.351 -2.786 4.128
C: -0.711 -3.879 3.720
C: -1.700 -4.208 2.613
C: -2.201 -5.591 2.978
C: -0.996 -6.182 3.652
O: -0.332 -5.058 4.259
H: -2.411 -3.383 2.574
H: -1.183 -4.187 1.654
H: -3.056 -5.595 3.654
H: -2.374 -6.180 2.078
H: -1.280 -6.908 4.414
H: -0.243 -6.635 3.008
O: 0.107 -2.104 0.546
C: -0.215 -1.027 0.095
C: 0.075 0.349 0.673
C: -0.838 1.176 -0.188
C: -0.999 0.416 -1.507
O: -0.882 -0.910 -1.066
H: -0.146 0.335 1.741
H: 1.109 0.615 0.455
H: -1.805 1.326 0.293
H: -0.561 2.212 -0.381
H: -1.978 0.564 -1.963
H: -0.192 0.595 -2.217
C: 0.952 0.310 4.491
O: 1.140 1.716 4.849
H: 1.706 -0.314 4.973
H: -0.002 -0.038 4.887
H: 1.054 0.038 3.441
H: 0.442 2.282 4.512
C: -1.185 3.350 2.858
O: -1.378 3.305 4.267
H: -0.887 4.315 2.447
H: -0.410 2.628 2.600
H: -2.124 3.087 2.372
H: -1.996 4.012 4.470
C: -4.746 1.190 -1.657
O: -5.227 1.360 -2.993
H: -4.334 0.182 -1.632
H: -4.045 1.977 -1.380
H: -5.558 1.270 -0.934
H: -5.506 2.276 -3.070

Its HOMO energy is -9.77 eV. The gap between HOMO and LUMO comes out at 9.8 eV. Its charge is 0. As for the structure (SMILES): O=S1(=O)CCCC1.O=S1(=O)CCCC1.O=S1(=O)CCCC1.O=S1(=O)CCCC1.O=C1CCCO1.O=C1CCCO1.O=C1CCCO1.CO.CO.CO.


A cluster of 2 separate species, C31H63BN3O2P in total, computed with the ωB97M-V functional and the def2-TZVPD basis.

CARTESIAN COORDINATES (ANGSTROEM)
C: 2.454 4.440 4.437
C: 1.903 4.152 3.048
C: 0.721 5.041 2.671
C: -0.635 4.535 3.226
O: -0.462 3.359 3.940
B: -1.645 2.503 4.127
C: -1.308 1.431 5.383
N: -0.180 1.863 6.253
C: 0.726 0.779 6.591
C: -3.048 3.320 4.481
C: -3.013 4.263 5.643
O: -2.051 4.463 6.320
N: -4.193 5.066 5.937
C: -3.951 6.422 5.378
C: -5.440 4.511 5.412
C: -1.972 1.594 2.797
C: -2.860 0.512 2.887
C: -3.144 -0.267 1.769
C: -2.519 0.054 0.568
N: -1.655 1.061 0.429
C: -1.420 1.798 1.525
H: 3.451 4.011 4.548
H: 1.814 4.022 5.210
H: 2.569 5.514 4.578
H: 1.660 3.099 2.959
H: 2.708 4.349 2.331
H: 0.689 5.155 1.586
H: 0.920 6.037 3.066
H: -1.037 5.319 3.882
H: -1.344 4.443 2.393
H: -1.046 0.440 5.006
H: -2.198 1.356 6.019
H: -0.540 2.248 7.113
H: 0.231 -0.112 7.006
H: 1.437 1.135 7.338
H: 1.313 0.516 5.712
H: -3.820 2.572 4.659
H: -3.381 3.890 3.606
H: -4.859 6.772 4.892
H: -3.161 6.420 4.628
H: -3.709 7.113 6.178
H: -6.289 5.051 5.827
H: -5.533 3.466 5.685
H: -5.511 4.574 4.321
H: -3.322 0.285 3.840
H: -3.829 -1.099 1.837
H: -2.736 -0.543 -0.315
H: -0.704 2.602 1.404
C: 1.163 -0.613 -0.197
C: 0.670 -2.016 -0.524
C: 1.784 -2.968 -0.961
C: 2.326 -2.738 -2.381
P: 1.358 -3.391 -3.745
C: 0.984 -5.119 -3.353
C: 2.105 -6.061 -2.889
C: 3.093 -6.576 -3.941
C: 2.446 -7.156 -5.194
C: 2.387 -3.411 -5.222
C: 2.986 -2.124 -5.813
C: 2.055 -1.211 -6.614
C: 1.150 -1.931 -7.608
C: -0.299 -2.719 -3.975
C: -0.615 -1.287 -4.438
C: 0.102 -0.127 -3.726
C: -0.803 0.632 -2.760
H: 1.676 -0.143 -1.041
H: 0.312 0.011 0.079
H: 1.854 -0.635 0.648
H: -0.113 -1.957 -1.285
H: 0.194 -2.433 0.365
H: 1.440 -4.002 -0.863
H: 2.623 -2.863 -0.272
H: 3.291 -3.254 -2.467
H: 2.558 -1.685 -2.548
H: 0.443 -5.540 -4.204
H: 0.246 -5.065 -2.547
H: 1.612 -6.928 -2.444
H: 2.668 -5.592 -2.078
H: 3.692 -7.356 -3.467
H: 3.809 -5.798 -4.215
H: 1.826 -8.020 -4.951
H: 3.211 -7.484 -5.898
H: 1.821 -6.429 -5.716
H: 1.878 -3.999 -5.988
H: 3.243 -4.018 -4.918
H: 3.797 -2.440 -6.472
H: 3.457 -1.542 -5.016
H: 2.679 -0.500 -7.159
H: 1.459 -0.604 -5.934
H: 1.732 -2.435 -8.382
H: 0.488 -1.219 -8.100
H: 0.513 -2.676 -7.127
H: -0.829 -2.922 -3.040
H: -0.758 -3.402 -4.701
H: -1.693 -1.160 -4.323
H: -0.446 -1.228 -5.513
H: 0.462 0.580 -4.477
H: 0.990 -0.478 -3.197
H: -1.604 1.133 -3.305
H: -0.249 1.391 -2.213
H: -1.258 -0.026 -2.020

For the energy above the lowest of the compared OMol25 structures with the same formula, charge and spin, the calculation gives 0.000 eV. Its HOMO energy is -5.74 eV. The gap between HOMO and LUMO comes out at 5.1 eV. Its charge is 0.


A structure of composition C31H63FN3O13S4, computed with the ωB97M-V functional and the def2-TZVPD basis.

CARTESIAN COORDINATES (ANGSTROEM)
C: -22.107 -30.782 6.460
C: -23.262 -31.443 5.692
O: -24.278 -31.968 6.229
N: -23.125 -31.557 4.250
H: -22.688 -30.679 3.913
H: -22.468 -32.453 4.154
C: -24.248 -31.969 3.267
H: -21.227 -31.283 6.214
H: -22.400 -30.948 7.625
H: -21.944 -29.772 6.250
H: -24.297 -31.528 2.336
H: -25.117 -31.744 3.807
H: -24.354 -32.855 3.002
C: -18.386 -34.917 3.006
C: -19.102 -35.352 4.229
O: -19.087 -36.571 4.569
N: -19.831 -34.305 5.126
H: -19.155 -33.798 5.675
H: -20.428 -33.556 4.435
C: -20.658 -34.895 6.177
H: -17.243 -35.095 3.136
H: -18.205 -33.691 2.895
H: -18.829 -35.138 2.192
H: -19.939 -35.077 6.973
H: -21.250 -35.680 5.970
H: -21.391 -34.452 6.522
C: -21.002 -30.679 0.423
C: -19.803 -30.876 1.401
O: -18.693 -31.171 1.049
N: -20.030 -30.576 2.790
H: -20.968 -29.906 3.074
H: -20.391 -31.624 3.078
C: -18.917 -30.086 3.646
H: -21.396 -31.708 0.233
H: -20.801 -30.428 -0.691
H: -21.782 -30.018 0.674
H: -19.191 -29.971 4.665
H: -18.509 -29.206 3.391
H: -18.239 -30.866 3.576
O: -20.909 -32.880 3.484
H: -21.101 -33.377 2.736
O: -22.246 -29.206 3.322
H: -23.016 -28.610 3.227
F: -24.593 -22.895 5.224
C: -23.944 -24.017 5.381
C: -23.103 -24.678 4.459
C: -22.623 -26.068 4.719
C: -22.979 -26.678 5.886
C: -23.801 -26.033 6.765
C: -24.394 -24.801 6.580
H: -22.819 -24.181 3.675
H: -21.897 -26.287 4.062
H: -22.562 -27.776 6.146
H: -24.120 -26.586 7.435
H: -25.153 -24.302 7.263
C: -26.400 -37.215 7.445
C: -25.004 -36.658 7.109
C: -25.015 -35.895 5.881
S: -26.641 -35.419 5.512
O: -27.002 -36.305 4.405
O: -26.694 -34.050 5.402
C: -27.273 -35.951 7.050
H: -26.604 -37.328 8.456
H: -26.585 -38.116 6.755
H: -24.428 -37.646 6.920
H: -24.557 -36.022 7.889
H: -24.503 -36.370 4.931
H: -24.387 -34.949 6.176
H: -28.220 -36.450 6.965
H: -27.154 -35.146 7.586
C: -29.017 -31.404 4.691
C: -28.183 -30.320 5.490
C: -27.877 -30.839 6.748
S: -29.203 -31.772 7.193
O: -30.195 -30.887 7.673
O: -28.652 -32.885 7.886
C: -29.761 -32.344 5.641
H: -28.250 -31.901 4.108
H: -29.613 -30.897 3.830
H: -28.922 -29.483 5.695
H: -27.386 -29.976 5.059
H: -27.502 -30.068 7.226
H: -26.961 -31.490 6.522
H: -30.826 -32.157 5.565
H: -29.352 -33.321 5.576
C: -24.889 -31.042 10.868
C: -25.619 -31.428 9.638
C: -25.699 -32.759 9.215
S: -24.074 -33.358 9.754
O: -23.089 -33.199 8.719
O: -24.406 -34.715 10.207
C: -23.906 -32.208 11.074
H: -25.678 -30.846 11.534
H: -24.442 -30.250 10.747
H: -25.218 -30.837 8.742
H: -26.530 -30.942 9.405
H: -25.752 -33.013 8.188
H: -26.552 -33.108 9.600
H: -23.010 -31.928 10.693
H: -23.892 -32.735 12.017
C: -19.604 -28.936 10.550
C: -20.793 -29.479 11.266
C: -21.728 -28.553 11.279
S: -21.818 -27.890 9.637
O: -22.087 -26.490 9.726
O: -22.665 -28.679 8.832
C: -20.190 -28.317 9.211
H: -18.901 -29.691 10.326
H: -19.222 -28.084 11.196
H: -20.448 -29.979 12.220
H: -21.185 -30.391 10.841
H: -21.578 -27.925 12.034
H: -22.618 -28.936 11.500
H: -19.474 -27.325 8.993
H: -20.252 -28.924 8.476

For the energy above the lowest of the compared OMol25 structures with the same formula, charge and spin, the calculation gives 2.675 eV. Its HOMO energy is -10.62 eV. The gap between HOMO and LUMO comes out at 7.5 eV. Its charge is +1.


A cluster of 2 separate species, C31H63FNO5S in total, computed with the ωB97M-V functional and the def2-TZVPD basis.

CARTESIAN COORDINATES (ANGSTROEM)
C: -6.631 2.203 -12.155
C: -5.849 0.889 -11.888
C: -5.500 0.781 -10.386
C: -5.471 -0.702 -9.943
C: -4.751 -0.837 -8.567
C: -5.660 -1.527 -7.510
C: -4.873 -2.372 -6.501
C: -4.113 -1.443 -5.513
C: -5.122 -0.874 -4.469
C: -4.880 -1.588 -3.094
C: -4.135 -0.616 -2.136
C: -3.414 -1.451 -1.042
C: -3.055 -0.523 0.167
C: -1.549 -0.669 0.579
C: -0.851 0.720 0.454
C: 0.307 0.951 1.438
C: 1.638 0.181 1.124
C: 1.703 -0.250 -0.342
C: 1.656 -1.012 2.105
C: 2.617 -2.156 1.774
C: 2.271 -3.471 2.521
S: 2.690 -3.367 4.266
O: 3.861 -4.103 4.541
O: 2.790 -2.010 4.705
O: 1.488 -4.084 5.051
O: 2.666 1.191 1.442
C: 3.903 0.802 1.241
O: 4.517 0.803 0.282
F: 4.514 0.423 2.400
H: -6.021 3.039 -11.802
H: -7.569 2.184 -11.593
H: -6.836 2.320 -13.221
H: -6.455 0.051 -12.241
H: -4.911 0.984 -12.441
H: -4.493 1.180 -10.231
H: -6.224 1.309 -9.759
H: -6.509 -1.029 -9.810
H: -5.029 -1.362 -10.694
H: -3.799 -1.375 -8.630
H: -4.508 0.178 -8.235
H: -6.272 -0.750 -7.041
H: -6.340 -2.196 -8.050
H: -5.595 -2.948 -5.906
H: -4.191 -3.080 -6.980
H: -3.690 -0.610 -6.086
H: -3.306 -2.002 -5.032
H: -4.991 0.194 -4.294
H: -6.128 -1.151 -4.789
H: -5.825 -1.857 -2.609
H: -4.250 -2.476 -3.188
H: -3.397 -0.069 -2.737
H: -4.815 0.117 -1.692
H: -4.085 -2.247 -0.711
H: -2.505 -1.835 -1.509
H: -3.685 -0.727 1.037
H: -3.285 0.499 -0.144
H: -1.063 -1.438 -0.021
H: -1.557 -0.904 1.650
H: -0.619 0.972 -0.583
H: -1.632 1.432 0.745
H: -0.009 0.682 2.450
H: 0.532 2.022 1.421
H: 2.658 -0.723 -0.580
H: 1.567 0.624 -0.977
H: 0.952 -1.016 -0.534
H: 0.641 -1.432 2.075
H: 1.773 -0.612 3.114
H: 2.674 -2.426 0.718
H: 3.639 -1.911 2.089
H: 2.835 -4.305 2.105
H: 1.204 -3.662 2.374
H: 0.719 -3.486 5.050
C: 6.940 1.106 4.485
C: 5.918 0.137 5.090
C: 4.629 0.757 5.617
N: 4.671 1.400 6.998
C: 3.281 1.979 7.215
C: 3.182 2.880 8.431
C: 4.206 4.000 8.357
C: 5.598 3.401 8.259
C: 5.727 2.480 7.056
C: 4.936 0.348 8.026
H: 7.569 1.579 5.236
H: 7.613 0.564 3.821
H: 6.453 1.888 3.899
H: 6.398 -0.501 5.833
H: 5.609 -0.529 4.283
H: 3.863 -0.018 5.685
H: 4.273 1.520 4.924
H: 3.036 2.549 6.317
H: 2.595 1.137 7.292
H: 2.177 3.303 8.474
H: 3.313 2.308 9.353
H: 4.131 4.643 9.235
H: 4.009 4.629 7.483
H: 5.839 2.863 9.180
H: 6.338 4.197 8.168
H: 6.691 1.979 7.094
H: 5.644 3.053 6.132
H: 5.924 -0.069 7.859
H: 4.176 -0.425 7.931
H: 4.894 0.793 9.015

Its HOMO energy is -11.26 eV. The gap between HOMO and LUMO comes out at 9.1 eV. Its charge is +1.


Number 1: electronic energy -4090.11925 Eh. Number 2: electronic energy -1899.86026 Eh. Number 3: electronic energy -4053.08576 Eh. Number 4: electronic energy -2147.74721 Eh.